Record 1
DFT (ωB97M-V/def2-TZVPD) results for C24H26NO2STa as an isolated structure.

The geometry in XYZ format:
```
55
Properties=species:S:1:pos:R:3:forces:R:3
Ta -0.14331 0.20562 -0.41455 -0.4311 -1.4377 1.0066
C -3.31369 -1.01340 -0.09068 -0.0555 -0.1195 0.0840
C -2.48116 -0.08662 0.76371 0.0583 0.1853 -0.9793
C -2.83555 1.28375 0.85112 -0.3702 -0.1582 0.2849
C -2.39630 2.06638 1.90243 0.0329 0.0620 0.1253
C -1.52639 1.53644 2.85947 -0.0591 0.0022 -0.0566
C -1.08037 0.21813 2.74431 0.0143 0.0316 -0.0131
C -1.55396 -0.58550 1.70261 0.4107 -0.2715 -0.0859
H -2.80040 -1.94486 -0.32479 -0.0444 0.0285 0.0007
H -3.67285 -0.53381 -1.00216 0.0156 -0.0286 -0.0250
H -4.20289 -1.27806 0.49085 -0.0081 0.0225 -0.0271
H -3.56291 1.68159 0.15137 0.0007 -0.0069 -0.0121
H -2.76120 3.08162 2.00773 -0.0056 -0.0023 0.0276
H -1.23506 2.13584 3.71428 0.0237 -0.0047 0.0026
H -0.45646 -0.22029 3.51209 0.0615 0.0671 -0.0200
H -1.34266 -1.65175 1.69984 -0.0112 -0.0055 0.0769
C -0.15234 3.42293 -0.18899 -0.0683 -0.0624 0.0598
O -0.83810 2.19580 -0.67520 0.1888 0.2218 0.0025
C -1.46343 2.32079 -1.99284 0.0987 -0.0518 -0.0613
C -0.33616 2.07549 -2.95110 0.0395 -0.0359 -0.1030
O 0.31877 0.87646 -2.39348 0.4216 0.3948 0.1336
C 1.60889 0.59916 -3.09321 -0.1747 -0.2451 -0.0723
H -0.88233 4.22894 -0.21423 0.0177 0.0198 0.0071
H 0.70518 3.63594 -0.82226 0.0113 0.0465 0.0187
H 0.14238 3.22335 0.83831 0.0323 0.0173 0.0171
H -1.95644 3.28730 -2.09556 0.0765 0.0423 0.0137
H -2.22689 1.53665 -2.03494 -0.0276 0.0088 -0.0548
H 0.39805 2.88065 -2.96485 -0.0359 0.0350 -0.0563
H -0.65877 1.85382 -3.96855 -0.0548 -0.0217 0.0219
H 1.37193 0.36279 -4.12768 0.0418 0.0030 -0.0127
H 2.06602 -0.25296 -2.59756 0.0115 -0.0201 -0.0122
H 2.22625 1.49009 -3.00952 0.0408 -0.0190 -0.0156
S 2.66084 -2.88249 1.14417 -0.2552 0.2330 -0.1429
C 2.83052 -1.55369 2.25203 -0.4249 0.3546 -0.2451
C 3.65127 -1.50168 3.36617 0.0467 0.1757 0.1333
C 3.66096 -0.31290 4.08192 -0.1709 0.2634 -0.0946
C 2.88288 0.78832 3.67759 0.3303 -0.2640 0.2956
C 2.05859 0.72588 2.56852 -0.0174 -0.1557 -0.1687
C 2.00979 -0.47048 1.85997 0.6981 -0.1499 0.4303
N 1.26660 -0.75418 0.70540 0.1790 0.5052 -0.6228
C 1.55805 -2.02527 0.22822 0.0982 -0.0667 0.3393
C 0.81490 -2.49074 -0.92064 0.0623 -0.2864 -0.0063
C 1.04596 -3.71337 -1.54112 0.0275 0.3473 0.2536
C 0.26723 -4.07786 -2.63576 -0.0375 -0.0337 -0.0404
C -0.73615 -3.23132 -3.10426 -0.2302 0.4492 0.0548
C -0.94653 -1.98761 -2.50892 -0.2709 -0.5177 -0.6867
C -0.18855 -1.58779 -1.40827 -0.2276 0.3824 0.3055
H 4.26691 -2.34006 3.66738 0.0026 -0.0018 -0.0190
H 4.29645 -0.21925 4.95381 -0.0191 -0.0117 -0.0154
H 2.95277 1.70776 4.24499 -0.0173 -0.0057 -0.0163
H 1.50871 1.60494 2.25457 -0.0384 0.0308 -0.0157
H 1.81767 -4.38843 -1.18725 0.0058 0.0320 0.0182
H 0.44319 -5.02762 -3.12664 -0.0138 -0.0224 0.0089
H -1.34997 -3.54272 -3.94074 0.0038 0.0417 -0.0055
H -1.72995 -1.35171 -2.90712 0.0171 0.0028 -0.0359
```
Forces are in eV/Å.

Summary:
orbital gap	5.497	eV
relative energy (zero: lowest compared OMol25 entry of this formula, charge and spin)	1.562	eV
charge	+4
LUMO level	-15.355	eV

Here are the Löwdin charges for atoms 1 to 5, given in e: atom 1 (Ta): 2.103, atom 2 (C): -0.010, atom 3 (C): -0.358, atom 4 (C): -0.021, atom 5 (C): -0.003

Record 2
DFT (ωB97M-V/def2-TZVPD) results for a 15-piece molecular cluster, C5H43N2O14 overall.

The geometry in XYZ format:
```
64
Properties=species:S:1:pos:R:3:forces:R:3
C 1.34578 -2.29562 -1.46786 0.3079 -1.4390 0.2691
C 1.80845 -1.19241 -2.43389 5.6052 -0.2174 -1.3144
C 1.11249 0.13859 -2.43219 -1.0578 1.3732 1.6528
C 1.77018 1.41070 -3.09433 0.1718 -1.8231 0.5447
C 1.74967 2.62648 -2.19148 0.6732 1.0295 0.4234
N 0.40461 2.97203 -1.54407 3.9391 3.5075 0.8156
N 1.30668 -1.81944 -0.06925 -1.6852 0.9982 4.0729
H 1.81204 -3.38218 -1.32726 -0.2015 2.8206 -1.2611
H 0.35238 -2.51547 -1.73769 -1.3125 -0.4244 -0.2730
H 2.13199 -1.51639 -3.48347 -1.6548 -0.3375 1.0876
H 2.96047 -0.96509 -2.22898 -1.9845 -0.1380 0.5220
H 0.05511 0.07107 -2.78714 0.7745 -0.0152 0.4026
H 1.11743 0.47955 -1.35883 -0.5899 -0.4955 -0.6158
H 1.24619 1.53639 -4.02018 0.3726 0.3535 -0.4543
H 2.82742 1.18094 -3.26949 -0.1083 0.1292 -0.2626
H 2.41027 2.43885 -1.33518 -0.0014 -0.3474 -0.0763
H 2.37552 3.46100 -2.72043 -1.9179 -0.8753 0.6470
H -0.36017 2.55247 -1.97036 -1.7105 -0.2000 -1.1908
H 0.40269 4.06067 -1.42545 -0.7938 -2.8915 -0.7419
H 2.22766 -1.96948 0.44999 -0.4397 1.2452 -1.4888
H 0.77879 -2.40931 0.73712 0.5252 1.0991 -3.0586
H 0.92246 -0.84033 0.12199 1.0855 -1.5460 -0.7204
H -0.30393 2.23403 -4.68884 -0.1357 -0.4790 -0.1667
H -1.48762 2.35153 -3.80661 0.3030 -1.2940 -0.3696
O -0.90676 1.64535 -4.20548 -0.9629 2.0233 0.3337
H -1.56742 -2.11224 1.56499 -1.1615 -0.2700 1.1574
H -2.99189 -2.57616 1.65045 -1.1516 -0.4809 -0.8590
O -2.27661 -2.36781 2.22208 2.5598 0.0563 -1.0061
H 1.22675 0.26710 2.47294 -0.4171 0.3146 0.3728
H 2.73451 -0.00773 2.61032 -2.2361 -0.7476 -1.1115
O 1.87493 -0.36668 2.17883 2.9324 0.3755 0.5774
H -4.30939 0.11477 -0.25145 1.4001 0.8566 0.2130
H -2.87063 0.81795 0.05984 1.0274 3.2510 -0.8812
O -3.41258 0.10061 0.14620 -2.8221 -4.8650 0.3597
H -1.85130 -1.74880 -1.49721 1.1581 -0.3352 1.6617
H -2.59452 -2.26931 -2.40123 1.1639 -2.9674 1.2396
O -1.95673 -2.70771 -1.67529 -2.4410 3.3711 -2.7753
H -0.18076 -4.71025 -0.51654 1.3225 1.0327 1.6325
H 1.00079 -4.58204 0.56240 1.4177 -1.9326 1.1966
O 0.36146 -4.11229 0.09644 -3.3691 -0.5264 -2.2026
H -0.50495 1.35237 2.43497 -1.7786 -1.8565 -1.6459
H -1.64823 0.54976 2.89431 -0.4889 -0.8114 -1.3101
O -1.21497 0.72026 2.01101 1.7587 0.6654 4.0089
H -3.89770 2.85460 -1.65548 1.5569 0.1255 0.4839
H -2.82742 3.10978 -0.62095 0.2365 1.8896 6.5372
O -2.92667 2.87156 -1.44965 -1.8526 -1.8772 -7.9357
H 3.52254 -2.42806 1.88048 -0.1465 -0.0578 -0.0934
H 4.46795 -2.34815 0.68122 -0.0028 -0.0043 -0.2844
O 3.53763 -2.28582 0.92183 1.5408 -0.5526 1.2060
H -2.25320 -1.29993 4.01554 -0.4096 0.3832 0.2722
H -3.48007 -1.17500 3.23955 0.1827 0.7416 0.5253
O -3.02441 -0.70813 3.96825 0.1016 -0.2536 -0.0870
H 0.35127 2.78108 0.37239 0.8624 0.3466 -3.2404
H -0.35598 3.25302 1.56410 -0.2190 0.1144 0.3627
O 0.13160 2.49350 1.22734 0.3308 0.9191 1.6578
H -3.05824 2.08734 1.85033 0.4041 0.7216 -1.2964
H -1.89932 2.08415 0.87188 0.4788 -0.2708 0.3876
O -2.72435 2.54311 1.03135 -0.9318 0.4084 1.6968
H 0.16019 -2.66965 3.56083 0.2963 -0.0443 -0.0094
H 1.29931 -1.62569 3.21251 -0.3871 -1.2882 -0.0681
O 1.07758 -2.59824 3.25984 -0.0902 0.7066 -0.1223
H 1.44461 2.54224 3.96933 -0.1587 -0.6759 -0.2285
H 1.28834 2.15143 2.40993 -0.2025 -0.8934 3.0818
O 1.28806 1.75111 3.41569 0.3333 2.3752 -2.2509
```
Forces are in eV/Å.

Summary:
orbital gap	9.861	eV
relative energy (zero: lowest compared OMol25 entry of this formula, charge and spin)	5.300	eV
charge	+1
LUMO level	-2.481	eV

Here are the Löwdin charges for atoms 1 to 5, given in e: atom 1 (C): -0.189, atom 2 (C): -0.198, atom 3 (C): -0.213, atom 4 (C): -0.200, atom 5 (C): -0.246

Record 3
DFT (ωB97M-V/def2-TZVPD) results for one molecule with the formula C2H7Cl2N2P.

The geometry in XYZ format:
```
14
Properties=species:S:1:pos:R:3:forces:R:3
C 2.54029 0.56050 0.14730 1.3862 1.1208 2.3223
C -2.75594 -1.02288 -0.15216 2.0989 -1.4813 0.0258
N 1.50947 0.33546 -0.75010 -2.5013 1.1766 -0.0434
N -2.02491 0.18929 -0.30073 -2.5110 0.7188 0.8833
P -0.36179 0.38372 -0.09038 3.3331 -2.0713 -2.0281
Cl 0.02033 -0.32197 1.78204 -0.4189 0.0799 0.5136
Cl -0.29919 2.33287 0.07073 -0.3336 1.4517 0.4128
H 3.54637 0.37505 -0.23477 0.0914 0.8961 -0.9047
H 2.41402 1.67733 0.62015 0.6751 -2.8151 -0.9346
H 2.65882 -0.22316 0.93121 -0.8124 0.6237 0.4454
H -2.04930 -1.90241 0.29267 -1.9821 1.6540 -1.1252
H -3.68487 -0.89707 0.42873 0.4400 -0.0102 -0.1575
H -3.04869 -1.19496 -1.22928 0.0657 -0.4943 0.9173
H 1.53539 -0.29178 -1.51539 0.4688 -0.8493 -0.3269
```
Forces are in eV/Å.

Summary:
spin multiplicity	3
orbital gap (spin up / spin down)	7.553 / 6.279	eV
relative energy (zero: lowest compared OMol25 entry of this formula, charge and spin)	0.000	eV
charge	0
LUMO level (spin up / spin down)	0.820 / -2.157	eV

Here are the Löwdin charges for atoms 1 to 5, given in e: atom 1 (C): -0.336, atom 2 (C): -0.237, atom 3 (N): -0.335, atom 4 (N): -0.293, atom 5 (P): 0.082

Record 4
DFT (ωB97M-V/def2-TZVPD) results for C36H35N7O4PPtS as an isolated structure.

The geometry in XYZ format:
```
85
Properties=species:S:1:pos:R:3:forces:R:3
Pt -0.03336 0.49293 -0.43408 1.6840 -2.9751 -0.7538
O -1.30220 -0.55430 1.23526 0.0221 0.5685 0.0732
C -2.25596 -0.21086 1.94137 -0.2649 -0.0130 0.1621
C -2.86239 -1.21617 2.80071 0.0812 0.0296 -0.0215
C -3.86454 -0.91618 3.64153 -0.1236 0.1627 0.0295
C -4.42262 0.42204 3.72316 -0.0250 -0.2022 0.0942
C -3.94830 1.39660 2.94359 0.1151 0.0296 -0.0754
C -2.86365 1.16505 1.99396 0.0981 -0.3424 0.1893
C -2.47596 2.22172 1.26052 0.2749 0.4217 0.2415
N -1.51231 2.15051 0.25454 0.2857 -0.2719 -0.1434
N -1.09826 3.21350 -0.21501 -0.7587 0.4655 -0.2962
C -0.30949 3.01158 -1.45290 0.3371 0.0210 -0.0161
O -0.73045 2.28682 -2.32053 -0.8028 0.9079 -0.3194
C 0.96079 3.73985 -1.53741 0.1107 -0.0975 0.3898
C 1.53238 3.98150 -2.78464 -0.0042 -0.0299 -0.0388
C 2.80098 4.52681 -2.85664 0.0245 -0.0142 0.0035
C 3.51156 4.78985 -1.68861 -0.0489 -0.0163 0.0004
C 2.94912 4.52942 -0.44605 0.0424 0.0034 -0.0036
C 1.66502 4.01604 -0.36606 -0.0678 0.0893 0.0049
H -2.43053 -2.20735 2.75891 0.0285 0.0166 -0.0393
H -4.27064 -1.69051 4.28052 -0.0166 0.0279 0.0154
H -5.22498 0.62415 4.41872 -0.0051 -0.0579 0.0011
H -4.36876 2.39268 2.99608 0.0499 0.0230 -0.0353
H -2.92387 3.19416 1.45033 0.0160 0.0464 -0.2161
H 0.97449 3.74086 -3.68058 -0.0005 0.0169 0.0032
H 3.24342 4.74103 -3.82049 0.0022 -0.0036 0.0074
H 4.51025 5.20207 -1.74967 0.0011 0.0013 -0.0025
H 3.50992 4.72110 0.45874 -0.0119 0.0000 0.0042
H 1.22251 3.80118 0.59996 -0.0041 0.0363 0.0026
C 1.05763 -3.90353 5.40225 0.0086 0.0546 -0.0374
C 1.12974 -2.64604 4.57876 0.0008 -0.0774 0.0332
C 0.30851 -1.55966 4.86407 -0.0056 0.0269 0.0134
C 0.40677 -0.38058 4.14096 0.0519 0.0109 -0.0452
C 1.33399 -0.29190 3.11445 0.0365 -0.0118 0.0500
C 2.15749 -1.36594 2.80263 -0.0770 0.0501 0.0488
C 2.04800 -2.53525 3.53536 0.0242 0.0372 -0.0306
S 1.51258 1.23944 2.25296 0.0616 0.1514 -0.0411
O 0.24729 1.92850 2.37023 0.0291 -0.0966 -0.0273
O 2.68788 1.91000 2.73394 0.0057 -0.0348 0.0223
N 1.68806 0.83336 0.69174 -0.7715 0.6000 0.6937
C 2.90339 0.69005 0.04159 -0.1182 0.1335 0.1775
C 4.17695 0.73840 0.56433 0.1362 0.0364 0.0034
C 5.29577 0.58943 -0.28035 -0.0548 -0.0458 0.0583
C 5.16649 0.43699 -1.63148 0.0109 0.0369 -0.0233
C 3.87458 0.42351 -2.19858 -0.0837 -0.1218 -0.0277
C 3.62996 0.34266 -3.58536 0.0774 -0.0105 -0.0366
C 2.34779 0.32853 -4.05101 -0.0247 0.0562 0.0057
C 1.28614 0.36599 -3.13558 0.0697 0.0543 -0.0601
N 1.47557 0.43036 -1.83483 -0.3650 -0.0845 0.2351
C 2.75598 0.49824 -1.34570 0.0922 -0.0150 -0.2693
H 0.07302 -4.02643 5.85178 0.0039 -0.0180 -0.0057
H 1.78798 -3.86632 6.21287 -0.0013 -0.0025 0.0022
H 1.28120 -4.78331 4.79988 -0.0179 -0.0075 0.0093
H -0.40873 -1.63379 5.67338 -0.0009 0.0078 -0.0100
H -0.22097 0.47328 4.36326 -0.0134 -0.0313 0.0303
H 2.87623 -1.28576 1.99672 0.0053 -0.0397 0.0032
H 2.69282 -3.37370 3.30062 -0.0173 -0.0053 -0.0018
H 4.31834 0.92464 1.61772 0.0386 -0.0517 -0.0294
H 6.28239 0.60490 0.16406 -0.0142 0.0175 0.0165
H 6.03093 0.32137 -2.27155 -0.0087 0.0733 -0.0142
H 4.46861 0.31281 -4.27038 -0.0005 -0.0355 0.0145
H 2.13153 0.29131 -5.10910 -0.0321 -0.0142 0.0111
H 0.26646 0.36060 -3.47312 0.0702 0.1331 -0.0281
C -3.95434 -1.73028 -3.35179 0.1525 -0.0170 0.1286
N -4.07937 -1.78272 -1.89858 -0.2951 0.0273 0.0777
C -3.65543 -3.09825 -1.42161 0.1838 0.1459 -0.1036
N -2.30084 -3.44851 -1.84687 0.0229 -0.2271 0.0495
C -2.21583 -3.35722 -3.30270 0.0042 0.1989 0.1754
N -2.60321 -2.04092 -3.80801 0.0001 -0.0221 -0.2900
C -1.63933 -1.01100 -3.44604 -0.0496 -0.0254 0.1638
P -1.52399 -0.83197 -1.59722 -0.2572 0.2160 -0.0325
C -3.34439 -0.70340 -1.25647 0.1505 0.0855 -0.1243
C -1.29065 -2.62328 -1.19392 0.0189 0.1443 -0.0065
H -4.23604 -0.73604 -3.70145 -0.0216 -0.0114 -0.0240
H -4.63640 -2.46407 -3.78203 -0.0104 0.0067 -0.0148
H -4.34413 -3.84183 -1.82333 -0.0024 -0.0208 0.0163
H -3.70299 -3.11931 -0.33136 -0.0397 -0.0163 0.0020
H -2.88442 -4.10018 -3.73758 -0.0071 -0.0122 -0.0003
H -1.19251 -3.57506 -3.61212 -0.0149 -0.0341 -0.0433
H -1.92755 -0.05256 -3.88522 0.0163 0.0083 -0.0219
H -0.66332 -1.29380 -3.84083 -0.0442 -0.0628 -0.0559
H -3.70071 0.25831 -1.63491 -0.0037 0.0220 0.0442
H -3.52573 -0.73281 -0.18271 0.0025 0.0077 0.0090
H -1.33704 -2.74802 -0.11139 0.0266 -0.0079 0.0079
H -0.29428 -2.92532 -1.52567 0.0121 -0.0248 0.0409
```
Forces are in eV/Å.

Summary:
orbital gap (spin up / spin down)	5.273 / 5.273	eV
charge	+1
LUMO level (spin up / spin down)	-4.860 / -4.860	eV

Here are the Löwdin charges for atoms 1 to 5, given in e: atom 1 (Pt): 1.029, atom 2 (O): -0.101, atom 3 (C): -0.327, atom 4 (C): -0.003, atom 5 (C): -0.020

| no. | molecular weight (g mol⁻¹) |
| --- | --- |
| 1 | 573.49 |
| 2 | 355.40 |
| 3 | 160.97 |
| 4 | 887.84 |